No. 1
68
Properties=species:S:1:pos:R:3 method="wB97M-V/def2-TZVPD" gap_ev=7.975 smiles="C=CCO[C@H](CCCCCC)COC.CC(C)=O.CC(C)=O.CC(C)=O"
C -2.27 2.01 -1.73
C -2.16 2.73 -0.56
C -1.59 2.00 0.64
O -0.64 1.07 0.19
C 0.01 0.36 1.24
C 1.52 0.21 1.05
C 2.05 0.45 -0.37
C 2.63 -0.82 -1.06
C 1.61 -1.53 -1.97
C 1.78 -1.22 -3.45
C 1.42 0.23 -3.86
C -0.63 -1.04 1.39
O -2.02 -1.02 1.17
C -2.40 -1.49 -0.11
H -1.41 1.69 -2.30
H -3.24 1.74 -2.15
H -2.43 3.78 -0.53
H -1.14 2.72 1.34
H -2.44 1.50 1.12
H -0.16 0.92 2.15
H 1.77 -0.82 1.32
H 2.07 0.81 1.77
H 1.33 0.90 -1.05
H 2.88 1.15 -0.30
H 2.91 -1.52 -0.27
H 3.54 -0.57 -1.60
H 1.80 -2.60 -1.85
H 0.59 -1.37 -1.63
H 1.08 -1.87 -3.99
H 2.77 -1.47 -3.83
H 2.29 0.74 -4.27
H 0.68 0.21 -4.66
H 0.97 0.78 -3.04
H -0.12 -1.70 0.68
H -0.41 -1.41 2.39
H -2.30 -0.70 -0.86
H -3.44 -1.82 -0.06
H -1.80 -2.34 -0.44
C 3.51 -5.75 -2.08
C 4.01 -5.19 -0.77
C 5.07 -5.98 -0.04
O 3.59 -4.15 -0.32
H 2.76 -5.08 -2.49
H 4.34 -5.84 -2.79
H 3.06 -6.73 -1.92
H 5.96 -6.08 -0.66
H 4.69 -6.97 0.21
H 5.34 -5.47 0.88
C -7.39 4.54 -2.57
C -6.31 3.59 -2.12
C -5.61 3.91 -0.82
O -6.02 2.61 -2.77
H -7.81 4.20 -3.51
H -8.18 4.59 -1.82
H -6.96 5.54 -2.72
H -6.33 3.92 0.00
H -5.11 4.87 -0.89
H -4.86 3.14 -0.61
C 1.25 2.77 5.65
C 1.61 1.40 5.14
C 2.23 0.44 6.13
O 1.42 1.08 3.99
H 0.82 3.36 4.84
H 0.52 2.69 6.46
H 2.14 3.28 6.02
H 1.54 0.26 6.96
H 3.16 0.85 6.52
H 2.44 -0.50 5.63

***

No. 2
15
Properties=species:S:1:pos:R:3 method="wB97M-V/def2-TZVPD" gap_ev=9.780 smiles=CNC[C@H]1CS1
C -2.02 -0.85 -0.79
N -1.07 -0.47 0.20
C -0.07 0.38 -0.39
C 1.06 0.82 0.61
C 2.23 -0.08 0.89
S 2.63 1.42 0.03
H -2.26 0.06 -1.44
H -1.58 -1.61 -1.39
H -2.97 -1.09 -0.26
H -1.57 0.21 0.73
H 0.44 -0.27 -1.15
H -0.38 1.32 -0.88
H 0.79 1.41 1.46
H 2.58 -0.13 1.93
H 2.19 -1.11 0.47

***

Going through the records in order, we get energy relative to the best compared isomer or geometry (same formula, charge and spin) values of 126.58 38.15 kcal/mol.
Going through the records in order, we get HOMO level values of -7.3 -8.8 eV.
Going through the records in order, we get total energy values of -1201.3681 -610.6929 a.u..